A structure of composition C18H6AsCl4F5NS5Tc, computed with wB97M-V/def2-TZVPD.

Positions of all 41 atoms, in Å:
Tc -0.6433 -0.4454 -0.7007
Cl 0.7659 1.5223 0.1681
C 2.1785 1.0266 1.1014
C 2.7597 2.0444 1.8342
C 3.9408 1.7922 2.5128
C 4.5387 0.5482 2.4211
C 3.9261 -0.4556 1.6897
Cl 4.7446 -1.9792 1.5688
C 2.7033 -0.2632 1.0403
S 1.9001 -1.6349 0.2489
H 2.3006 3.0223 1.8537
H 4.4037 2.5746 3.0977
H 5.4772 0.3425 2.9155
S -2.9811 -2.8975 -4.4525
As -3.6775 -0.7735 -4.5282
S -2.0793 -1.8364 -1.5658
S -1.2684 -2.5983 -3.3353
S -5.6488 -0.9325 -4.8996
F -3.1846 1.6476 -1.6618
C -2.1217 1.7397 -2.4850
C -0.9782 1.0099 -2.2278
C 0.0455 1.1622 -3.1409
F 1.1859 0.4534 -2.9577
C -0.0201 1.9901 -4.2459
F 1.0008 2.1113 -5.0970
C -1.1878 2.7023 -4.4621
F -1.2910 3.5086 -5.5174
C -2.2509 2.5737 -3.5825
F -3.3774 3.2531 -3.8108
Cl 1.7704 -3.2526 2.9710
C 0.2695 -2.3895 3.0752
C -0.4404 -2.5528 4.2576
C -1.6644 -1.9414 4.4545
C -2.1855 -1.1463 3.4469
C -1.4632 -1.0063 2.2850
Cl -2.1736 0.0189 1.0208
C -0.2250 -1.6080 2.0220
N 0.3094 -1.4094 0.7368
H -0.0124 -3.1870 5.0210
H -2.2105 -2.0920 5.3742
H -3.1358 -0.6422 3.5539

As for the net charge: 0. Its energy above the lowest of the compared OMol25 structures with the same formula, charge and spin is 1.613 eV. Its highest occupied orbital energy is -0.294 hartree.